DFT (wB97M-V/def2-TZVPD) results for a cluster of 4 separate species, C24H50FN3O3 in total in a non-equilibrium geometry.

Cartesian coordinates (Å):
1 C 6.30 -1.18 0.53
2 C 5.36 -2.42 1.02
3 C 3.74 -2.12 1.00
4 C 3.07 -1.46 2.16
5 F 3.61 -0.96 3.45
6 C 1.50 -1.44 1.66
7 O 0.53 -1.38 2.58
8 O 1.46 -1.56 0.20
9 C 2.60 -2.47 -0.13
10 O 2.62 -3.40 -1.11
11 H 6.87 -1.55 -0.44
12 H 7.14 -1.02 1.36
13 H 5.74 -0.16 0.35
14 H 5.54 -3.39 0.36
15 H 5.64 -2.70 2.13
16 C 1.86 3.07 -5.20
17 C 1.68 1.61 -4.80
18 N 1.66 1.38 -3.36
19 C 1.78 -0.04 -2.99
20 C 0.64 -0.96 -3.41
21 C 0.68 2.15 -2.59
22 C -0.79 1.99 -2.96
23 H 2.77 3.49 -4.74
24 H 1.97 3.15 -6.28
25 H 1.01 3.69 -4.90
26 H 2.51 1.05 -5.24
27 H 0.77 1.23 -5.28
28 H 1.93 -0.12 -1.91
29 H 2.70 -0.43 -3.43
30 H -0.25 -0.82 -2.78
31 H 0.95 -2.01 -3.28
32 H 0.35 -0.84 -4.45
33 H 0.94 3.21 -2.66
34 H 0.80 1.92 -1.52
35 H -0.96 2.03 -4.04
36 H -1.37 2.81 -2.51
37 H -1.21 1.06 -2.57
38 C 0.02 -5.29 7.30
39 C 0.09 -4.82 5.85
40 N 1.39 -5.04 5.22
41 C 1.55 -4.33 3.94
42 C 0.63 -4.74 2.79
43 C 1.90 -6.42 5.23
44 C 1.03 -7.49 4.59
45 H 0.81 -4.84 7.90
46 H -0.94 -5.00 7.74
47 H 0.09 -6.38 7.38
48 H -0.12 -3.74 5.86
49 H -0.72 -5.29 5.28
50 H 2.59 -4.40 3.61
51 H 1.39 -3.26 4.13
52 H 0.94 -5.69 2.36
53 H 0.70 -3.99 1.99
54 H -0.42 -4.80 3.09
55 H 2.08 -6.70 6.27
56 H 2.89 -6.44 4.77
57 H -0.02 -7.41 4.87
58 H 1.37 -8.48 4.91
59 H 1.10 -7.47 3.50
60 C -6.10 7.48 -1.88
61 C -5.78 6.05 -2.31
62 N -4.37 5.83 -2.65
63 C -4.13 4.55 -3.33
64 C -4.40 3.27 -2.55
65 C -3.39 6.18 -1.61
66 C -3.52 5.49 -0.26
67 H -5.78 8.20 -2.64
68 H -7.18 7.59 -1.75
69 H -5.62 7.73 -0.93
70 H -6.39 5.84 -3.20
71 H -6.12 5.36 -1.53
72 H -3.09 4.53 -3.70
73 H -4.74 4.53 -4.24
74 H -3.63 3.08 -1.80
75 H -4.40 2.42 -3.23
76 H -5.38 3.29 -2.05
77 H -3.44 7.26 -1.45
78 H -2.38 6.02 -2.00
79 H -4.55 5.47 0.11
80 H -2.93 6.04 0.48
81 H -3.13 4.47 -0.28

## Properties
* molecular weight: 447.68 Da
* lowest unoccupied orbital energy: -1.7511 eV
* orbital gap: 0.233 Eh
* SMILES: CCC1=C(F)C(=O)OC1=O.CCN(CC)CC.CCN(CC)CC.CCN(CC)CC
* HOMO energy: -8.083 eV